[1]
The following is a DFT calculation (ωB97M-V with the def2-TZVPD basis set) of a molecular structure, C40H104Hg2O42S13 at a distorted geometry.

Properties
HOMO-LUMO gap = 8.4 eV
calculated total energy = -10228.8874 hartree
charge = +2
LUMO level = -3.728 eV
2S+1 = 1

The geometry in XYZ format:
```
201
C40H104Hg2O42S13 | the OMol25 dataset | ωB97M-V with the def2-TZVPD basis set
Hg -0.41264 1.15180 2.59654
Hg 1.30009 -0.47270 -1.38963
C -0.94440 0.08867 0.10263
O -1.77744 0.32705 0.95737
O 0.21818 0.26155 0.46045
O -1.03954 -0.28975 -1.05729
O -0.36012 3.67725 -3.31130
S 0.72615 3.33208 -2.43847
O 0.84523 1.91782 -2.03649
O 2.15445 3.97363 -2.95558
C 2.18290 4.95067 -4.01984
C 3.00057 6.13269 -3.44169
C 0.58846 4.25522 -0.85640
H 1.28852 5.23713 -4.57313
H 2.78132 4.59987 -4.86064
H 2.29912 6.80904 -2.95323
H 3.36568 6.76583 -4.25036
H 3.85341 5.84642 -2.82620
H -0.47187 4.17538 -0.61680
H 0.92089 5.28438 -0.99209
H 1.26155 3.67727 -0.22312
O -6.97302 -1.61484 -1.18294
S -5.96953 -1.43899 -0.22096
O -6.30844 -0.71164 1.00830
O -5.30897 -2.87793 0.20398
C -6.18349 -3.78173 0.75715
C -7.26698 -4.31959 -0.27914
C -4.32626 -0.72264 -0.98890
H -6.65002 -3.47661 1.69382
H -5.56374 -4.58997 1.14542
H -7.30015 -5.36330 0.03338
H -6.90003 -4.29557 -1.30523
H -8.21266 -3.79089 -0.39852
H -3.68689 -0.85557 -0.11618
H -4.26060 0.35687 -1.12468
H -4.04345 -1.32759 -1.85040
O 0.83080 -1.04665 3.50575
S 1.95323 -1.98536 3.19414
O 2.61375 -1.99781 1.91124
O 3.13480 -1.64276 4.35265
C 4.09584 -2.74333 4.70488
C 5.40102 -2.33802 5.46481
C 1.27818 -3.67556 3.70715
H 4.33896 -3.32304 3.81441
H 3.52991 -3.32148 5.43533
H 5.96022 -3.25903 5.62952
H 5.20924 -1.67373 6.30745
H 6.05653 -1.74472 4.82732
H 0.38514 -3.93805 3.13998
H 1.18222 -3.77012 4.78879
H 1.99926 -4.42585 3.38282
O -3.97780 -1.01234 4.95292
S -2.68253 -1.22877 4.27855
O -1.61841 -0.16231 4.01454
O -1.93156 -2.58740 5.07710
C -2.76264 -3.55707 5.41485
C -1.85091 -4.79641 5.23503
C -3.10437 -2.03069 2.58420
H -3.67289 -3.59327 4.81633
H -2.95981 -3.48966 6.48475
H -2.20498 -5.78919 5.51278
H -0.95325 -4.59626 5.82003
H -1.43528 -4.90264 4.23300
H -3.45344 -1.16021 2.02874
H -4.00069 -2.61610 2.78911
H -2.21239 -2.54494 2.22637
O 1.76114 1.43488 5.28240
S 0.38892 1.69679 5.80123
O -0.69342 2.07076 4.87674
O -0.17931 0.47163 6.74160
C 0.77634 -0.44190 7.39059
C 0.44267 -1.89091 6.96644
C 0.51074 3.04141 7.15000
H 0.74654 -0.35849 8.47698
H 1.78494 -0.13162 7.11755
H 0.47517 -1.93880 5.87797
H -0.57951 -2.08855 7.28919
H 1.05833 -2.64514 7.45655
H 1.27480 3.77835 6.90257
H 0.74102 2.60445 8.12167
H -0.47185 3.50570 7.06606
O -5.51937 4.14432 -4.09685
S -5.35504 2.90269 -3.28854
O -5.91513 2.62659 -1.93716
O -5.80827 1.60763 -4.23144
C -6.13468 0.36661 -3.63283
C -7.02583 -0.39840 -4.66221
C -3.53489 2.66635 -3.18527
H -6.63921 0.54877 -2.68396
H -5.18667 -0.16781 -3.57139
H -6.58146 -0.79141 -5.57664
H -7.73314 0.30425 -5.10276
H -7.60767 -1.18179 -4.17653
H -3.27221 1.83893 -2.52612
H -3.02659 3.55665 -2.81503
H -3.16007 2.63232 -4.20823
O -0.08038 -3.25289 0.99939
S -0.25742 -3.54114 -0.44857
O 0.61064 -2.88992 -1.39301
O -0.07698 -5.17941 -0.74396
C -0.45444 -5.72278 -2.07617
C 0.38197 -7.07897 -2.18671
C -2.03512 -3.43208 -0.94567
H -0.10093 -5.00880 -2.82004
H -1.53122 -5.85575 -2.18083
H 1.44798 -7.15684 -1.97301
H 0.38517 -7.29687 -3.25470
H -0.13997 -8.00246 -1.93607
H -2.53901 -2.82533 -0.19332
H -2.45893 -4.43618 -0.92916
H -2.15206 -2.98021 -1.93068
O 5.08592 -2.26345 0.54487
S 4.36366 -2.58942 -0.69129
O 3.15470 -1.90274 -1.18212
O 5.40912 -2.79804 -1.90845
C 6.32937 -3.87313 -1.75576
C 5.95706 -5.00155 -2.72885
C 3.84525 -4.34956 -0.29391
H 6.43152 -4.27776 -0.74881
H 7.35707 -3.64237 -2.03629
H 6.70126 -5.79627 -2.67701
H 6.06343 -4.60011 -3.73664
H 5.04014 -5.59061 -2.70920
H 4.62301 -5.02526 0.06193
H 3.41724 -4.76059 -1.20822
H 3.10500 -4.20085 0.49222
O 2.10277 1.52290 -4.80550
S 3.30332 0.88137 -4.25895
O 3.20060 0.47828 -2.89260
O 3.63936 -0.41622 -5.18327
C 4.60024 -1.36952 -4.70525
C 4.90517 -2.21632 -5.92345
C 4.70838 2.07935 -4.65635
H 4.29136 -2.00458 -3.87495
H 5.50568 -0.82850 -4.43033
H 5.24876 -1.69024 -6.81411
H 4.15098 -2.98282 -6.10175
H 5.80894 -2.79363 -5.72845
H 5.57682 1.49211 -4.35792
H 4.70740 2.89317 -3.93123
H 4.69761 2.10058 -5.74609
O -3.06369 3.34625 0.03020
S -3.32238 3.17996 1.45532
O -2.28475 2.77460 2.35828
O -4.14178 4.45616 2.12628
C -5.23973 5.04548 1.43813
C -5.78692 6.12964 2.31533
C -4.64869 1.85959 1.58658
H -6.03496 4.35887 1.14780
H -4.75556 5.45061 0.54956
H -6.76006 6.46478 1.95647
H -5.22547 7.05942 2.22386
H -5.97666 5.85879 3.35395
H -4.13205 0.90118 1.63797
H -5.42119 2.04585 0.84050
H -5.09843 1.91276 2.57805
O 0.45138 3.34776 2.74074
S 0.36086 4.71396 3.26240
O 0.49489 4.99915 4.68808
O 1.55624 5.60425 2.52557
C 1.73057 6.96519 2.76861
C 2.78664 7.32980 1.71405
C -1.07807 5.61306 2.54576
H 2.20458 7.06220 3.74533
H 0.92089 7.69493 2.77000
H 3.23570 8.31814 1.81210
H 2.31744 7.24203 0.73412
H 3.67667 6.73360 1.91527
H -1.09516 5.25403 1.51673
H -0.99961 6.69664 2.63396
H -1.95724 5.33939 3.12908
O -1.32582 -2.32617 -4.22945
S -0.16369 -1.50085 -4.58660
O 0.74130 -0.95578 -3.57574
O 0.63987 -2.19827 -5.81906
C 0.04753 -3.28311 -6.53845
C -0.61829 -2.86516 -7.84679
C -1.05238 -0.05772 -5.41108
H -0.54367 -3.95815 -5.91966
H 0.87578 -3.91304 -6.86293
H -1.06467 -3.74065 -8.31836
H 0.12218 -2.64737 -8.61644
H -1.39350 -2.12978 -7.63149
H -1.63344 0.32509 -4.57207
H -1.59050 -0.33885 -6.31634
H -0.32975 0.65500 -5.80846
O 2.08674 1.33997 2.16990
S 3.14283 1.25930 1.13981
O 2.92873 0.54815 -0.15147
O 3.62910 2.81143 0.73881
C 4.35934 2.97283 -0.44549
C 4.45405 4.53439 -0.43063
C 4.69593 0.67737 2.05713
H 3.87974 2.61524 -1.35665
H 5.26833 2.38048 -0.34075
H 3.48493 4.98904 -0.63604
H 5.19118 4.84729 -1.17011
H 4.73293 4.78311 0.59332
H 4.67495 1.14737 3.04038
H 5.47310 1.16290 1.46692
H 4.73254 -0.40950 2.13100
```

These are the Löwdin partial charges, in e, on atoms 1 to 99: number 1, Hg, carries 1.283; number 2, Hg, carries 1.256; number 3, C, carries -1.051; number 4, O, carries -0.061; number 5, O, carries -0.146; number 6, O, carries -0.039; number 7, O, carries -0.262; number 8, S, carries 0.680; number 9, O, carries -0.338; number 10, O, carries -0.289; number 11, C, carries -0.237; number 12, C, carries -0.052; number 13, C, carries -0.062; number 14, H, carries 0.127; number 15, H, carries 0.106; number 16, H, carries 0.076; number 17, H, carries 0.083; number 18, H, carries 0.058; number 19, H, carries 0.056; number 20, H, carries 0.070; number 21, H, carries 0.055; number 22, O, carries -0.259; number 23, S, carries 0.668; number 24, O, carries -0.293; number 25, O, carries -0.290; number 26, C, carries -0.296; number 27, C, carries -0.051; number 28, C, carries -0.054; number 29, H, carries 0.119; number 30, H, carries 0.116; number 31, H, carries 0.073; number 32, H, carries 0.070; number 33, H, carries 0.075; number 34, H, carries 0.007; number 35, H, carries 0.051; number 36, H, carries 0.064; number 37, O, carries -0.361; number 38, S, carries 0.718; number 39, O, carries -0.301; number 40, O, carries -0.277; number 41, C, carries -0.215; number 42, C, carries -0.047; number 43, C, carries -0.077; number 44, H, carries 0.111; number 45, H, carries 0.102; number 46, H, carries 0.086; number 47, H, carries 0.081; number 48, H, carries 0.068; number 49, H, carries 0.037; number 50, H, carries 0.055; number 51, H, carries 0.066; number 52, O, carries -0.275; number 53, S, carries 0.863; number 54, O, carries -0.421; number 55, O, carries -0.280; number 56, C, carries -0.352; number 57, C, carries -0.039; number 58, C, carries -0.039; number 59, H, carries 0.114; number 60, H, carries 0.131; number 61, H, carries 0.085; number 62, H, carries 0.066; number 63, H, carries 0.062; number 64, H, carries 0.027; number 65, H, carries 0.061; number 66, H, carries 0.057; number 67, O, carries -0.309; number 68, S, carries 0.722; number 69, O, carries -0.365; number 70, O, carries -0.264; number 71, C, carries -0.210; number 72, C, carries -0.052; number 73, C, carries -0.056; number 74, H, carries 0.121; number 75, H, carries 0.104; number 76, H, carries 0.038; number 77, H, carries 0.078; number 78, H, carries 0.089; number 79, H, carries 0.058; number 80, H, carries 0.067; number 81, H, carries 0.064; number 82, O, carries -0.300; number 83, S, carries 0.738; number 84, O, carries -0.338; number 85, O, carries -0.274; number 86, C, carries -0.273; number 87, C, carries -0.043; number 88, C, carries -0.120; number 89, H, carries 0.097; number 90, H, carries 0.100; number 91, H, carries 0.073; number 92, H, carries 0.079; number 93, H, carries 0.073; number 94, H, carries 0.050; number 95, H, carries 0.052; number 96, H, carries 0.065; number 97, O, carries -0.298; number 98, S, carries 0.719; number 99, O, carries -0.344



[2]
The following is a DFT calculation (ωB97M-V with the def2-TZVPD basis set) of 2 unconnected molecules or ions with the total composition C4H13NO2 at a distorted geometry.

Properties
HOMO-LUMO gap = 9.3 eV
calculated total energy = -365.3446 hartree
LUMO level = 0.783 eV
energy relative to the best compared isomer or geometry (same formula, charge and spin) = 61.4 kcal/mol
2S+1 = 1
SMILES = CC(C)NCO.O

The geometry in XYZ format:
```
20
C4H13NO2 | the OMol25 dataset | ωB97M-V with the def2-TZVPD basis set
C -2.04668 -1.71615 0.03146
C -0.67119 -1.85933 -0.41354
C -0.62920 -1.80802 -1.95518
N 0.28629 -1.06012 0.39212
C 0.57183 0.23008 -0.03512
O 1.56259 0.93425 0.66359
H -2.56456 -0.85898 -0.25554
H -2.15384 -1.85379 1.12119
H -2.64101 -2.43698 -0.46180
H -0.35760 -2.85358 -0.40938
H 0.00895 -2.59700 -2.18414
H -0.14124 -0.92904 -2.40220
H -1.74046 -1.87323 -2.18406
H 1.04519 -1.47772 0.89402
H -0.25588 0.94847 -0.10281
H 1.07758 0.13066 -0.95997
H 1.39593 0.78138 1.73475
O 2.26278 6.19908 2.43783
H 2.74363 5.37502 2.42102
H 2.24689 6.72500 1.66779
```

Which charges does natural (NBO) predict for the atoms? In e, they are: number 1, C, carries -0.614; number 2, C, carries -0.054; number 3, C, carries -0.620; number 4, N, carries -0.681; number 5, C, carries 0.115; number 6, O, carries -0.712; number 7, H, carries 0.205; number 8, H, carries 0.215; number 9, H, carries 0.203; number 10, H, carries 0.196; number 11, H, carries 0.205; number 12, H, carries 0.210; number 13, H, carries 0.217; number 14, H, carries 0.385; number 15, H, carries 0.143; number 16, H, carries 0.134; number 17, H, carries 0.452; number 18, O, carries -0.963; number 19, H, carries 0.484; number 20, H, carries 0.480



[3]
The following is a DFT calculation (ωB97M-V with the def2-TZVPD basis set) of 7 unconnected molecules or ions with the total composition H13O6S at a distorted geometry.

Properties
HOMO-LUMO gap = 8.1 eV
calculated total energy = -857.4782 hartree
charge = -1
LUMO level = 3.461 eV
energy relative to the best compared isomer or geometry (same formula, charge and spin) = 29.5 kcal/mol
2S+1 = 1

The geometry in XYZ format:
```
20
H13O6S | the OMol25 dataset | ωB97M-V with the def2-TZVPD basis set
S 0.45239 0.51009 0.09880
H 1.61298 -0.22038 0.33570
H 3.32047 -1.42417 0.45003
H 3.09392 -2.74741 -0.40044
O 3.51623 -2.38643 0.39140
H 1.29819 1.63393 -1.91484
H 0.33186 1.00884 -2.79370
O 1.02626 1.73627 -2.80129
H 1.27078 -1.46640 -1.93922
H 1.60246 -0.54123 -3.20969
O 1.48096 -1.48147 -2.87275
H -2.58353 1.30008 3.60325
H -3.62663 0.76169 4.43262
O -2.98828 1.38956 4.41862
H -1.55654 0.58850 -1.41680
H -1.82292 -0.18243 -2.62232
O -2.29671 0.30126 -1.94576
H -1.22569 -0.43200 1.75047
H -1.05909 -0.09844 3.32701
O -1.72526 -0.35195 2.66193
```

Which charges does natural (NBO) predict for the atoms? In e, they are: number 1, S, carries -1.034; number 2, H, carries 0.087; number 3, H, carries 0.482; number 4, H, carries 0.477; number 5, O, carries -0.959; number 6, H, carries 0.493; number 7, H, carries 0.460; number 8, O, carries -0.968; number 9, H, carries 0.489; number 10, H, carries 0.489; number 11, O, carries -0.989; number 12, H, carries 0.485; number 13, H, carries 0.456; number 14, O, carries -0.947; number 15, H, carries 0.488; number 16, H, carries 0.456; number 17, O, carries -0.949; number 18, H, carries 0.524; number 19, H, carries 0.471; number 20, O, carries -1.012



Highest occupied orbital energy, record by record: -12.114; -8.520; -4.636 eV